(1)
Below is the ion C14H22N3 with charge +1 at a distorted geometry, with properties calculated with ωB97M-V with the def2-TZVPD basis set.

ORCA input file:
```
! RIJCOSX wB97M-V def2-TZVPD def2/J DEFGRID3
* xyz 1 1
C 3.5685 -0.2141 -1.0836
N 2.4906 0.4968 -1.1183
N 1.0467 0.0173 -1.2677
C 0.9360 -1.3288 -1.9339
C 0.3265 1.0581 -2.0173
C 0.5984 -0.1104 0.2408
C -0.8542 -0.4592 0.2791
C -1.4572 -1.6965 0.1589
N -2.7492 -1.9111 -0.0361
C -3.1882 -3.2520 -0.4021
C -3.7564 -0.8992 0.0618
C 0.9591 1.0278 1.1795
C 2.0857 1.0534 2.0281
C 2.4067 2.2327 2.7135
C 1.6273 3.3960 2.5885
C 0.4639 3.3289 1.8072
C 0.1213 2.1467 1.1371
H 4.5766 0.3414 -1.1170
H 3.6865 -1.3244 -0.9894
H 0.9053 -1.2068 -3.0496
H 1.8285 -1.9508 -1.6437
H -0.0105 -1.7883 -1.5478
H -0.0601 0.5616 -2.9127
H -0.4306 1.5099 -1.3906
H 1.0470 1.7677 -2.3769
H 1.2317 -0.9824 0.4055
H -1.5675 0.3738 0.5256
H -0.8661 -2.6073 0.1644
H -4.2580 -3.2938 -0.3461
H -2.8617 -3.5735 -1.3854
H -2.7817 -3.9552 0.3117
H -4.7169 -1.3724 -0.0910
H -3.7895 -0.4655 1.0543
H -3.6752 -0.0793 -0.6342
H 2.7665 0.1858 2.0447
H 3.3795 2.2677 3.2789
H 1.8954 4.3005 3.1430
H -0.1455 4.2332 1.6847
H -0.7793 2.1716 0.5359
*
```

The calculation puts the calculated total energy at -19335.330 eV. The molar mass comes out at 232.4 u. The calculation puts the frontier orbital gap at 0.29947 Ha. The value obtained for the HOMO energy is -11.031 eV. The energy above the lowest of the compared OMol25 structures with the same formula, charge and spin is 239.3 kJ/mol.

The net atomic charges from natural (NBO), expressed in e, are:
1. C -0.05
2. N -0.26
3. N -0.11
4. C -0.44
5. C -0.41
6. C -0.06
7. C -0.44
8. C 0.11
9. N -0.39
10. C -0.40
11. C -0.42
12. C -0.08
13. C -0.18
14. C -0.20
15. C -0.19
16. C -0.21
17. C -0.15
18. H 0.25
19. H 0.19
20. H 0.24
21. H 0.22
22. H 0.25
23. H 0.22
24. H 0.24
25. H 0.26
26. H 0.21
27. H 0.22
28. H 0.20
29. H 0.22
30. H 0.20
31. H 0.21
32. H 0.22
33. H 0.21
34. H 0.20
35. H 0.22
36. H 0.23
37. H 0.24
38. H 0.23
39. H 0.20

(2)
Below is a structure of composition C27H43BrN2O2P2Sn at a distorted geometry, with properties calculated with ωB97M-V with the def2-TZVPD basis set.

ORCA input file:
```
! RIJCOSX wB97M-V def2-TZVPD def2/J DEFGRID3
* xyz 2 1
C -0.5592 5.2754 -5.8485
C -0.8516 4.0557 -6.5016
C -1.0789 4.0940 -7.8853
C -1.0733 5.3358 -8.5306
N -0.8122 6.4725 -7.8919
C -0.5624 6.4631 -6.5859
C -0.8538 2.8359 -5.7227
C -0.6850 2.5968 -4.4364
C -0.8338 2.7922 -3.0532
C 0.2731 3.1529 -2.2461
C 0.2895 2.7687 -0.9315
C -0.7793 1.9767 -0.4531
C -1.9842 1.8386 -1.1839
C -2.0177 2.2922 -2.4669
Sn -0.5215 0.6747 -5.3029
P 2.4345 -1.0325 -1.1835
H -1.2474 3.1822 -8.4525
H -0.3179 5.3147 -4.7856
H -1.2890 5.4066 -9.5926
H -0.3664 7.4174 -6.0998
H -2.9176 2.1701 -3.0724
H 1.1123 3.7176 -2.6725
H -2.8326 1.4354 -0.6392
H 1.0888 3.0347 -0.2512
C 2.3572 -2.7124 -0.5365
C 3.3953 -3.6760 -1.1114
H 1.3420 -3.0829 -0.7547
H 2.4391 -2.6487 0.5601
H 3.4594 -4.5600 -0.4654
H 3.1072 -4.0210 -2.1123
H 4.3979 -3.2339 -1.1712
C 2.4723 -0.9756 -2.9788
C 3.1136 0.2667 -3.6034
H 1.4342 -1.0801 -3.3304
H 3.0069 -1.8815 -3.3137
H 3.1824 0.1300 -4.6907
H 2.5121 1.1684 -3.4212
H 4.1328 0.4470 -3.2380
C 3.6538 0.0642 -0.4371
C 5.0561 -0.5361 -0.3517
H 3.2889 0.3472 0.5606
H 3.6705 0.9910 -1.0308
H 5.7377 0.2056 0.0826
H 5.0828 -1.4244 0.2901
H 5.4581 -0.8054 -1.3370
Br 0.4798 -0.1978 -0.4282
P -1.9243 -1.0181 -4.1737
C -0.7713 -2.4429 -4.4148
C -1.3614 -3.8464 -4.3154
H 0.0365 -2.3336 -3.6718
H -0.3048 -2.3075 -5.4036
H -0.6064 -4.5519 -4.6927
H -1.5794 -4.1423 -3.2829
H -2.2627 -3.9737 -4.9315
C -2.4852 -1.2250 -2.4450
C -3.5220 -2.3273 -2.2144
H -2.8983 -0.2610 -2.1136
H -1.5941 -1.4118 -1.8256
H -3.5285 -2.5982 -1.1494
H -4.5361 -1.9883 -2.4707
H -3.3249 -3.2498 -2.7721
C -3.3628 -1.2422 -5.2851
C -3.2201 -2.1977 -6.4734
H -3.5301 -0.2258 -5.6709
H -4.2439 -1.4953 -4.6758
H -3.7194 -1.7348 -7.3329
H -2.1778 -2.3967 -6.7624
H -3.7248 -3.1584 -6.3023
N 0.7491 1.2469 3.9649
C -0.4992 1.3173 3.1710
C -0.0686 1.8480 1.8493
O -1.0517 1.8364 0.9445
O 1.0796 2.2518 1.6886
H 1.2751 0.4112 3.6836
H 0.5843 1.1676 4.9706
H 1.3495 2.0695 3.7645
H -0.9627 0.3327 3.0725
H -1.2068 1.9969 3.6485
*
```

The calculation puts the calculated total energy at -130204.597 eV. The molar mass comes out at 688.2 u. The calculation puts the frontier orbital gap at 0.18324 Ha. The value obtained for the HOMO energy is -10.821 eV. The energy above the lowest of the compared OMol25 structures with the same formula, charge and spin is 2.3 kJ/mol.

The net atomic charges from Mulliken, expressed in e, are:
1. C -0.44
2. C 0.63
3. C -0.41
4. C -0.36
5. N -0.58
6. C -0.36
7. C -0.33
8. C -0.34
9. C 0.02
10. C -0.61
11. C -0.37
12. C 0.11
13. C -0.83
14. C -0.10
15. Sn 0.19
16. P 0.80
17. H 0.41
18. H 0.27
19. H 0.38
20. H 0.36
21. H 0.57
22. H 0.50
23. H 0.56
24. H 0.57
25. C -0.66
26. C -1.30
27. H 0.50
28. H 0.40
29. H 0.39
30. H 0.35
31. H 0.32
32. C 0.89
33. C -1.36
34. H -1.13
35. H 0.58
36. H 0.40
37. H 0.30
38. H 0.39
39. C -0.30
40. C -1.45
41. H 0.27
42. H 0.49
43. H 0.41
44. H 0.37
45. H 0.36
46. Br 0.07
47. P 0.92
48. C -0.09
49. C -1.47
50. H -0.32
51. H 0.52
52. H 0.44
53. H 0.37
54. H 0.21
55. C 0.53
56. C -1.58
57. H -0.08
58. H -0.23
59. H 0.40
60. H 0.40
61. H 0.29
62. C -0.48
63. C -1.41
64. H 0.44
65. H 0.42
66. H 0.38
67. H 0.28
68. H 0.38
69. N -0.21
70. C -0.82
71. C 0.92
72. O -0.27
73. O -0.64
74. H 0.34
75. H 0.37
76. H 0.35
77. H 0.34
78. H 0.36

(3)
Below is the molecule C5H6O2, with properties calculated with ωB97M-V with the def2-TZVPD basis set.

ORCA input file:
```
! RIJCOSX wB97M-V def2-TZVPD def2/J DEFGRID3
* xyz 0 1
C -1.0378 0.1973 1.0743
C -0.5974 -1.0479 0.2843
O -1.5078 -0.6605 -0.8030
C -0.8422 0.5854 -0.4024
C 2.6773 0.7005 -0.1974
O 1.5676 0.2860 0.3445
C 0.4703 -0.2120 -0.4371
H -2.0761 0.1837 1.4086
H -0.3427 0.6062 1.8099
H -0.5751 -2.0989 0.5763
H -1.1076 1.4995 -0.9358
H 2.5590 0.5260 -1.3083
H 0.8125 -0.5652 -1.4138
*
```

The calculation puts the calculated total energy at -9370.936 eV. The molar mass comes out at 98.1 u. The calculation puts the frontier orbital gap at 0.34551 Ha. The value obtained for the HOMO energy is -8.807 eV. The energy above the lowest of the compared OMol25 structures with the same formula, charge and spin is 594.3 kJ/mol.

The net atomic charges from natural (NBO), expressed in e, are:
1. C -0.42
2. C 0.06
3. O -0.51
4. C 0.06
5. C 0.14
6. O -0.48
7. C 0.05
8. H 0.22
9. H 0.22
10. H 0.21
11. H 0.20
12. H 0.03
13. H 0.20

(4)
Below is a cluster of 2 separate species, H8P4Si in total at a distorted geometry, with properties calculated with ωB97M-V with the def2-TZVPD basis set.

ORCA input file:
```
! RIJCOSX wB97M-V def2-TZVPD def2/J DEFGRID3
* xyz 0 1
Si 0.3190 0.1966 0.4481
P 0.3020 0.2587 -1.8414
P 1.4605 1.9818 1.3114
P -3.1282 0.1051 0.5053
P 1.2364 -1.7815 1.1570
H -0.6524 1.2591 -1.8956
H -0.6523 -0.7395 -1.9562
H 2.5632 1.6932 0.5095
H 0.9566 2.8555 0.3578
H -2.9662 -1.1856 0.0154
H -3.1696 -0.3683 1.8135
H 2.0339 -1.8827 0.0214
H 2.2500 -1.1449 1.8610
*
```

The calculation puts the calculated total energy at -45159.100 eV. The molar mass comes out at 160.0 u. The calculation puts the frontier orbital gap (alpha / beta) at 0.26213 / 0.23656 Ha. The value obtained for the HOMO energy (alpha / beta) is -8.288 / -7.603 eV. The energy above the lowest of the compared OMol25 structures with the same formula, charge and spin is 166.9 kJ/mol.

The net atomic charges from natural (NBO), expressed in e, are:
1. Si 0.47
2. P -0.15
3. P -0.13
4. P -0.01
5. P -0.14
6. H 0.01
7. H 0.01
8. H 0.00
9. H 0.01
10. H -0.04
11. H -0.04
12. H 0.01
13. H 0.00